(1)
{"formula": "C7H14O2Si", "method": "ωB97M-V with the def2-TZVPD basis set", "species": ["C", "C", "C", "C", "C", "C", "C", "O", "O", "Si", "H", "H", "H", "H", "H", "H", "H", "H", "H", "H", "H", "H", "H", "H"], "positions_angstrom": [[0.271, 2.025, 0.207], [0.383, 0.815, 0.739], [-2.715, 0.458, -1.354], [1.277, 3.115, 0.353], [1.997, -1.568, -1.080], [-1.796, -1.157, 2.096], [0.635, -2.247, -1.106], [-3.757, 0.933, -1.011], [-0.128, -1.982, 0.035], [-0.831, -0.613, 0.567], [-0.605, 2.276, -0.378], [1.279, 0.608, 1.322], [-2.421, 0.392, -2.420], [2.168, 2.769, 0.875], [0.848, 3.947, 0.913], [1.566, 3.495, -0.626], [1.877, -0.487, -1.073], [2.544, -1.869, -0.189], [2.568, -1.857, -1.958], [-1.521, -2.164, 2.400], [-1.611, -0.484, 2.927], [-2.863, -1.143, 1.901], [0.759, -3.334, -1.145], [0.075, -1.928, -1.995]], "lowdin_charge": [-0.243, -0.199, -0.194, -0.102, -0.079, -0.170, -0.311, -0.068, -0.251, 0.699, 0.081, 0.069, 0.026, 0.073, 0.078, 0.075, 0.056, 0.080, 0.075, 0.028, 0.023, 0.022, 0.117, 0.114], "energy_ev": -19456.7481, "lumo_energy_ha": [0.02433, 0.02431], "relative_energy_kcal_mol": 83.83, "homo_ha": [-0.2643, -0.2644], "total_charge": 0, "orbital_gap_ev": [7.855, 7.857]}

(2)
{"formula": "NO4P", "method": "ωB97M-V with the def2-TZVPD basis set", "species": ["N", "O", "O", "O", "O", "P"], "positions_angstrom": [[-0.311, 1.072, -0.437], [1.670, -0.356, -0.589], [-0.621, -1.568, -0.155], [-1.617, 1.476, -0.670], [0.487, -0.195, 1.691], [0.392, -0.428, 0.160]], "lowdin_charge": [-0.120, -0.477, -0.520, -0.291, -0.528, -0.064], "energy_ev": -18967.0842, "lumo_energy_ha": [0.28028, 0.28105], "multiplicity": 3, "relative_energy_kcal_mol": 11.11, "homo_ha": [0.0245, 0.0277], "total_charge": -2, "orbital_gap_ev": [6.960, 6.894], "s2": 2.01}

(3)
{"formula": "C21H23GePt", "method": "ωB97M-V with the def2-TZVPD basis set", "species": ["Pt", "C", "C", "C", "C", "C", "C", "C", "C", "C", "H", "H", "H", "H", "H", "H", "H", "H", "H", "H", "H", "H", "Ge", "C", "C", "C", "C", "C", "C", "C", "C", "C", "C", "C", "C", "H", "H", "H", "H", "H", "H", "H", "H", "H", "H", "H"], "positions_angstrom": [[0.798, -0.182, -0.386], [2.209, 2.696, -2.593], [2.425, 1.726, -1.507], [1.612, 1.843, -0.289], [1.936, 1.148, 0.907], [1.489, 1.581, 2.269], [2.673, -0.046, 0.640], [3.504, -0.208, -0.567], [4.452, -1.340, -0.618], [3.373, 0.707, -1.601], [1.254, 2.473, -3.090], [2.994, 2.658, -3.344], [2.104, 3.708, -2.195], [0.956, 2.705, -0.223], [0.603, 1.044, 2.611], [1.268, 2.647, 2.270], [2.283, 1.393, 2.991], [2.825, -0.748, 1.453], [3.929, -2.240, -0.967], [4.855, -1.572, 0.368], [5.259, -1.150, -1.324], [4.009, 0.640, -2.474], [-1.791, 0.379, 0.069], [-1.267, -1.146, -1.075], [-1.914, -1.263, -2.316], [-1.662, -2.376, -3.115], [-0.717, -3.327, -2.748], [-0.014, -3.201, -1.550], [-0.310, -2.121, -0.719], [-2.832, 0.395, 1.610], [-3.463, 1.622, 1.893], [-4.383, 1.678, 2.922], [-4.653, 0.533, 3.669], [-4.021, -0.682, 3.392], [-3.106, -0.761, 2.365], [-1.713, 1.662, -0.756], [-2.631, -0.522, -2.649], [-2.199, -2.487, -4.049], [-0.519, -4.166, -3.403], [0.707, -3.949, -1.249], [0.070, -2.191, 0.323], [-3.251, 2.513, 1.314], [-4.891, 2.607, 3.140], [-5.367, 0.585, 4.482], [-4.255, -1.561, 3.978], [-2.627, -1.707, 2.142]], "lowdin_charge": [1.088, 0.029, -0.171, -0.106, -0.348, 0.016, -0.088, -0.176, 0.029, 0.042, 0.133, 0.117, 0.127, 0.146, 0.095, 0.112, 0.118, 0.155, 0.129, 0.120, 0.121, 0.157, 1.152, -0.433, -0.041, 0.023, 0.025, 0.001, -0.280, -0.386, -0.099, -0.020, 0.017, -0.023, -0.085, 0.006, 0.128, 0.144, 0.144, 0.139, 0.123, 0.108, 0.133, 0.137, 0.132, 0.112], "energy_ev": -81881.5984, "lumo_energy_ha": [-0.48519, -0.48517], "homo_ha": [-0.6654, -0.6654], "total_charge": 3, "orbital_gap_ev": [4.904, 4.905]}

(4)
{"formula": "C4H7ClO", "method": "ωB97M-V with the def2-TZVPD basis set", "species": ["C", "C", "C", "C", "O", "Cl", "H", "H", "H", "H", "H", "H", "H"], "positions_angstrom": [[-1.329, -1.059, -0.041], [-0.088, -0.379, 0.439], [2.032, 0.871, -0.107], [0.702, 0.257, -0.394], [-2.967, 0.897, 0.828], [-2.724, 0.049, -0.375], [-1.638, -1.823, 0.799], [-1.550, -1.627, -0.924], [0.196, -0.511, 1.509], [1.740, 1.498, 0.791], [2.862, 0.210, 0.061], [2.345, 1.350, -1.113], [0.419, 0.267, -1.472]], "lowdin_charge": [-0.412, -0.184, -0.099, -0.199, -0.705, 0.904, 0.125, 0.056, 0.129, 0.104, 0.060, 0.101, 0.120], "energy_ev": -18826.1275, "lumo_energy_ha": 0.02744, "relative_energy_kcal_mol": 124.55, "homo_ha": -0.3199, "total_charge": 0, "orbital_gap_ev": 9.452}

(5)
{"formula": "C5H12N2O", "method": "ωB97M-V with the def2-TZVPD basis set", "species": ["C", "C", "N", "C", "C", "N", "C", "O", "H", "H", "H", "H", "H", "H", "H", "H", "H", "H", "H", "H"], "positions_angstrom": [[2.403, -1.012, -0.453], [1.445, -0.780, 0.684], [0.041, -0.178, 0.421], [-0.066, 1.210, -0.128], [-1.564, 1.838, -0.049], [-0.850, -1.044, -0.216], [-2.045, -1.214, 0.327], [-2.981, -1.762, -0.227], [3.333, -1.458, -0.151], [1.954, -1.485, -1.336], [2.919, -0.006, -0.767], [1.109, -1.508, 1.255], [2.032, -0.112, 1.387], [0.668, 1.952, 0.150], [0.231, 1.366, -1.150], [-1.897, 2.611, -0.906], [-1.425, 2.488, 1.046], [-2.447, 0.845, 0.017], [-0.644, -1.081, -1.272], [-2.216, -0.674, 1.366]], "lowdin_charge": [-0.103, -0.194, -0.170, -0.262, -0.102, 0.002, -0.432, 0.000, 0.057, 0.068, 0.105, 0.049, 0.132, 0.093, 0.074, 0.084, 0.116, 0.118, 0.199, 0.166], "smiles": "CCN(CC)NC=O", "energy_ev": -10403.1358, "lumo_energy_ha": 0.02786, "relative_energy_kcal_mol": 121.95, "homo_ha": -0.3437, "total_charge": 0, "orbital_gap_ev": 10.111}

(6)
{"formula": "C11H38N10O13P2", "method": "ωB97M-V with the def2-TZVPD basis set", "species": ["C", "O", "P", "O", "O", "C", "O", "C", "H", "H", "H", "H", "H", "H", "H", "H", "H", "C", "O", "P", "O", "O", "C", "O", "C", "H", "H", "H", "H", "H", "H", "H", "H", "H", "N", "C", "N", "O", "H", "H", "H", "H", "N", "C", "N", "O", "H", "H", "H", "H", "N", "C", "N", "O", "H", "H", "H", "H", "N", "C", "N", "O", "H", "H", "H", "H", "N", "C", "N", "O", "H", "H", "H", "H"], "positions_angstrom": [[11.005, 7.259, 7.043], [10.907, 8.551, 7.611], [11.634, 9.677, 6.803], [12.808, 9.255, 6.084], [10.611, 10.295, 5.739], [9.249, 10.693, 6.107], [11.680, 10.737, 7.982], [12.541, 11.919, 7.876], [10.790, 6.612, 7.878], [12.004, 7.141, 6.649], [10.297, 7.089, 6.281], [9.211, 11.107, 7.101], [8.546, 9.884, 6.041], [8.905, 11.371, 5.338], [13.603, 11.702, 7.973], [12.357, 12.471, 8.810], [12.236, 12.519, 7.000], [6.957, 13.693, 8.326], [7.459, 13.493, 9.638], [6.325, 13.408, 10.770], [4.955, 13.518, 10.296], [6.714, 11.975, 11.337], [6.138, 11.404, 12.580], [6.962, 14.405, 11.859], [7.144, 15.790, 11.637], [7.864, 13.786, 7.699], [6.377, 14.569, 8.115], [6.432, 12.790, 8.041], [5.091, 11.776, 12.594], [6.581, 11.724, 13.512], [6.055, 10.341, 12.368], [7.868, 16.161, 12.418], [6.147, 16.239, 11.736], [7.472, 15.914, 10.633], [13.527, 7.426, 13.851], [13.478, 8.706, 14.363], [12.140, 9.062, 14.601], [14.448, 9.438, 14.706], [14.358, 6.874, 13.987], [12.658, 6.885, 13.956], [12.039, 9.963, 15.068], [11.284, 8.540, 14.357], [6.659, 7.236, 7.503], [7.577, 7.178, 8.591], [7.736, 8.353, 9.253], [8.124, 6.092, 8.851], [6.507, 6.405, 6.985], [6.030, 7.966, 7.270], [8.179, 8.478, 10.153], [7.009, 9.037, 9.032], [15.306, 10.528, 11.892], [14.137, 10.972, 11.346], [13.263, 11.523, 12.278], [13.823, 11.036, 10.147], [15.209, 10.049, 12.773], [15.900, 10.046, 11.169], [12.532, 12.146, 11.980], [13.438, 11.461, 13.265], [9.623, 11.104, 10.192], [10.221, 10.364, 11.227], [10.828, 9.182, 10.862], [10.094, 10.706, 12.374], [9.158, 11.983, 10.434], [10.021, 10.997, 9.259], [11.129, 8.919, 9.961], [11.397, 8.687, 11.518], [10.250, 6.109, 11.026], [9.855, 6.812, 12.125], [8.426, 6.859, 12.105], [10.538, 7.243, 13.052], [9.614, 5.893, 10.286], [11.185, 6.064, 10.682], [7.919, 7.467, 12.710], [7.917, 6.469, 11.317]], "lowdin_charge": [-0.079, -0.221, 0.318, -0.196, -0.205, -0.060, -0.262, -0.070, 0.076, 0.084, 0.081, 0.062, 0.070, 0.085, 0.077, 0.079, 0.098, -0.115, -0.236, 0.368, -0.211, -0.245, -0.035, -0.229, -0.089, 0.096, 0.082, 0.085, 0.088, 0.088, 0.080, 0.116, 0.095, 0.067, 0.136, -0.613, 0.140, -0.039, 0.097, 0.086, 0.103, 0.069, 0.144, -0.603, 0.180, -0.016, 0.083, 0.075, 0.076, 0.109, 0.151, -0.628, 0.160, -0.012, 0.052, 0.132, 0.094, 0.078, 0.166, -0.658, 0.188, 0.024, 0.080, 0.054, 0.061, 0.075, 0.172, -0.607, 0.147, -0.010, 0.049, 0.103, 0.086, 0.074], "smiles": "COP(=O)(OC)OC.COP(=O)(OC)OC.NC(N)=O.NC(N)=O.NC(N)=O.NC(N)=O.NC(N)=O", "energy_ev": -72129.0953, "lumo_energy_ha": 0.00216, "homo_ha": -0.3403, "total_charge": 0, "orbital_gap_ev": 9.318}

| no. | F_max (eV/Å) |
| --- | --- |
| 1 | 2.297 |
| 2 | 7.828 |
| 3 | 0.584 |
| 4 | 3.681 |
| 5 | 5.247 |
| 6 | 2.946 |